Computed, not measured: C35H26Cl2IN2O4Ta as an isolated structure, with the ωB97M-V functional and the def2-TZVPD basis.

Properties
energy above the lowest of the compared OMol25 structures with the same formula, charge and spin = 67.5 kcal per mole
E_HOMO = -13.307 eV
gap between HOMO and LUMO = 5.962 eV
total charge = +2
E_tot = -3034.3635 Eh

Atoms and positions in Å:
Ta: -0.35 -0.32 0.62
C: 1.51 -0.15 4.51
C: 2.34 -0.98 3.58
N: 3.57 -1.30 3.97
C: 4.36 -2.02 3.19
C: 3.99 -2.48 1.93
C: 5.03 -3.17 1.07
O: 4.58 -4.34 0.40
C: 2.70 -2.15 1.49
C: 2.22 -2.59 0.18
N: 1.22 -2.13 -0.49
C: 1.02 -2.66 -1.79
C: 2.11 -3.03 -2.59
C: 1.92 -3.56 -3.85
C: 0.64 -3.74 -4.36
C: -0.45 -3.37 -3.59
C: -0.24 -2.82 -2.34
I: -1.96 -2.30 -1.20
C: 1.88 -1.41 2.34
O: 0.65 -1.09 1.88
H: 2.13 0.60 4.98
H: 1.11 -0.78 5.31
H: 0.68 0.33 3.99
H: 5.34 -2.25 3.60
H: 5.91 -3.39 1.68
H: 5.34 -2.48 0.29
H: 4.72 -5.12 0.96
H: 2.80 -3.40 -0.25
H: 3.11 -2.87 -2.22
H: 2.78 -3.85 -4.45
H: 0.48 -4.16 -5.34
H: -1.46 -3.50 -3.97
Cl: -6.53 3.38 2.04
C: -5.09 2.65 1.47
C: -4.47 1.68 2.25
C: -3.32 1.11 1.77
Cl: -2.36 -0.07 2.63
C: -2.79 1.45 0.52
O: -1.68 0.78 0.17
C: -3.40 2.44 -0.25
C: -2.78 2.88 -1.54
O: -1.77 2.40 -1.99
C: -4.56 3.03 0.24
H: -4.88 1.41 3.21
H: -3.32 3.67 -2.07
H: -5.06 3.80 -0.34
C: 4.02 5.55 1.53
C: 3.23 5.17 2.61
C: 2.32 4.14 2.47
C: 2.19 3.46 1.25
C: 2.97 3.87 0.17
C: 3.88 4.90 0.31
C: 1.22 2.36 1.20
C: 1.20 1.29 0.40
C: 2.15 0.87 -0.64
C: 3.47 0.53 -0.34
C: 4.32 0.09 -1.34
C: 3.85 -0.03 -2.65
C: 2.54 0.31 -2.96
C: 1.69 0.75 -1.96
H: 4.73 6.36 1.64
H: 3.32 5.68 3.56
H: 1.69 3.85 3.30
H: 2.85 3.40 -0.80
H: 4.47 5.22 -0.54
H: 0.44 2.45 1.96
H: 3.84 0.65 0.68
H: 5.35 -0.14 -1.11
H: 4.52 -0.38 -3.43
H: 2.19 0.24 -3.98
H: 0.68 1.08 -2.20

---

Computed, not measured: C35H26F5N3ORuSi as an isolated structure, with the ωB97M-V functional and the def2-TZVPD basis.

Properties
energy above the lowest of the compared OMol25 structures with the same formula, charge and spin = 0.0 kcal per mole
E_HOMO (alpha / beta) = -9.832 / -11.001 eV
2S+1 = 6
gap between HOMO and LUMO (alpha / beta) = 6.472 / 6.854 eV
total charge = +1
E_tot = -2472.3104 Eh

Atoms and positions in Å:
Ru: 0.13 -0.49 -0.11
C: -2.89 -0.47 -1.71
C: -3.13 -0.17 -0.27
C: -4.44 -0.05 0.19
C: -4.67 0.22 1.52
C: -3.59 0.37 2.38
C: -2.32 0.24 1.86
N: -2.10 -0.02 0.56
C: -1.10 0.36 2.71
C: -1.16 0.67 4.06
C: 0.02 0.77 4.77
C: 1.23 0.58 4.13
C: 1.22 0.28 2.78
N: 0.07 0.17 2.09
C: 2.48 0.08 2.00
C: 3.73 0.16 2.58
C: 4.84 -0.02 1.78
C: 4.67 -0.28 0.44
C: 3.38 -0.36 -0.09
C: 3.16 -0.63 -1.54
N: 2.32 -0.18 0.69
H: -3.55 -1.26 -2.05
H: -1.86 -0.78 -1.91
H: -3.08 0.42 -2.32
H: -5.26 -0.18 -0.50
H: -5.68 0.31 1.90
H: -3.75 0.58 3.43
H: -2.11 0.83 4.55
H: -0.01 1.01 5.83
H: 2.15 0.67 4.68
H: 3.85 0.37 3.63
H: 5.84 0.04 2.20
H: 5.52 -0.44 -0.22
H: 3.97 -1.24 -1.94
H: 3.13 0.30 -2.10
H: 2.23 -1.16 -1.73
F: -0.06 3.11 -6.11
C: 0.01 2.65 -4.87
C: -0.11 3.52 -3.79
F: -0.29 4.82 -4.01
C: -0.04 3.04 -2.50
F: -0.16 3.90 -1.49
C: 0.14 1.69 -2.22
O: 0.20 1.27 -0.95
C: 0.27 0.84 -3.32
F: 0.46 -0.48 -3.14
C: 0.20 1.30 -4.62
F: 0.32 0.44 -5.63
C: -4.48 -4.09 0.27
C: -3.89 -4.27 -0.98
C: -2.55 -3.96 -1.17
C: -1.77 -3.44 -0.13
C: -2.39 -3.26 1.12
C: -3.72 -3.58 1.32
Si: -0.03 -2.95 -0.50
C: 1.29 -3.41 0.72
C: 1.17 -3.27 2.11
C: 2.22 -3.56 2.96
C: 3.44 -3.98 2.43
C: 3.59 -4.13 1.06
C: 2.52 -3.85 0.22
H: -5.52 -4.34 0.42
H: -4.47 -4.67 -1.80
H: -2.11 -4.11 -2.15
H: -1.82 -2.86 1.95
H: -4.17 -3.44 2.29
H: 0.34 -3.53 -1.81
H: 0.23 -2.93 2.54
H: 2.10 -3.45 4.03
H: 4.26 -4.21 3.10
H: 4.53 -4.47 0.65
H: 2.66 -3.97 -0.85

---

Computed, not measured: C35H26MnN3OPSe as an isolated structure, with the ωB97M-V functional and the def2-TZVPD basis.

Properties
energy above the lowest of the compared OMol25 structures with the same formula, charge and spin = 70.6 kcal per mole
E_HOMO (alpha / beta) = -5.936 / -6.003 eV
2S+1 = 2
gap between HOMO and LUMO (alpha / beta) = 5.579 / 5.411 eV
total charge = 0
E_tot = -5482.4911 Eh

Atoms and positions in Å:
Mn: 0.41 0.44 -1.67
O: 2.80 0.37 -3.22
N: 2.41 0.33 -1.87
C: 3.41 0.40 -1.10
C: 3.41 0.33 0.39
C: 4.69 0.33 0.93
C: 4.88 0.28 2.31
C: 3.78 0.24 3.14
C: 2.50 0.26 2.60
C: 2.29 0.30 1.22
P: 0.58 0.37 0.59
C: -0.21 -1.07 1.37
C: -1.60 -1.12 1.44
C: -2.24 -2.27 1.89
C: -1.50 -3.39 2.25
C: -0.11 -3.35 2.16
C: 0.53 -2.20 1.72
C: -0.10 1.82 1.46
C: -0.79 1.73 2.66
C: -1.28 2.87 3.28
C: -1.08 4.12 2.70
C: -0.38 4.22 1.51
C: 0.10 3.08 0.89
H: 2.01 0.78 -3.62
H: 4.38 0.52 -1.58
H: 5.55 0.37 0.27
H: 5.88 0.28 2.71
H: 3.90 0.21 4.22
H: 1.64 0.25 3.26
H: -2.21 -0.27 1.14
H: -3.32 -2.28 1.93
H: -2.00 -4.28 2.58
H: 0.47 -4.22 2.43
H: 1.61 -2.19 1.66
H: -0.96 0.77 3.13
H: -1.83 2.79 4.21
H: -1.48 5.01 3.18
H: -0.22 5.19 1.05
H: 0.63 3.17 -0.06
C: -0.93 4.43 -2.44
C: -2.31 4.11 -2.09
C: -2.92 2.94 -1.79
C: -2.34 1.61 -1.71
C: 0.04 2.19 -2.29
C: 0.12 3.59 -2.57
C: -2.31 -0.89 -1.56
C: -3.19 -2.03 -1.60
C: -2.72 -3.28 -1.65
C: -1.32 -3.51 -1.67
C: -0.76 -4.81 -1.67
C: 0.59 -5.00 -1.72
C: 1.43 -3.87 -1.80
C: 0.91 -2.60 -1.80
C: -0.49 -2.39 -1.72
N: -0.99 -1.09 -1.67
H: -0.74 5.48 -2.64
H: -2.98 4.96 -2.08
H: -3.98 2.97 -1.57
H: 1.08 3.99 -2.86
H: -4.25 -1.82 -1.57
H: -3.40 -4.13 -1.67
H: -1.44 -5.66 -1.62
H: 1.01 -5.99 -1.72
H: 2.51 -4.00 -1.86
H: 1.58 -1.77 -1.86
Se: -4.73 0.47 -0.68
C: -3.01 0.44 -1.37
N: -1.00 1.49 -1.92